No. 1
This record from OMol25 describes a gas-phase ion, C6H13N4S (charge +1) at a distorted geometry. The level of theory is ωB97M-V/def2-TZVPD.

Summary:
* SMILES string: CN[C@H]1N[C@@H]2[C@@H](SC)N2C=[NH+]1
* relative energy (zero: lowest compared OMol25 entry of this formula, charge and spin): 69.7 kcal/mol
* total charge: +1
* HOMO-LUMO gap: 9.07 eV
* E_HOMO: -12.526 eV
* total energy: -23218.73017 eV

Last column: natural (NBO) charge in e.
Element x y z (Å)
1 C -0.088 1.588 0.618  0.414
2 C -0.715 -0.681 -0.057  0.101
3 C -1.935 0.065 -0.362  -0.183
4 C 1.581 0.048 -0.362  0.278
5 C 3.822 -0.478 0.730  -0.463
6 C -4.832 0.368 0.024  -0.696
7 N 0.452 -0.549 -0.874  -0.662
8 N -1.006 0.692 0.548  -0.388
9 N 1.180 1.352 0.321  -0.503
10 N 2.350 -0.695 0.657  -0.635
11 S -3.360 -0.598 0.445  0.241
12 H -0.233 2.538 1.049  0.223
13 H -0.964 -1.435 0.809  0.243
14 H -2.102 0.487 -1.302  0.250
15 H 2.286 0.560 -1.135  0.197
16 H 4.152 0.521 0.980  0.204
17 H 4.397 -1.103 1.485  0.246
18 H 4.467 -0.658 -0.209  0.192
19 H -4.884 1.223 0.557  0.226
20 H -5.524 -0.416 0.162  0.252
21 H -4.797 0.397 -1.033  0.229
22 H 0.591 -1.306 -1.540  0.424
23 H 1.965 1.953 0.362  0.435
24 H 2.182 -1.708 0.355  0.374

***

No. 2
This record from OMol25 describes 2 unconnected molecules or ions with the total composition C6H13N5O. The level of theory is ωB97M-V/def2-TZVPD.

Summary:
* SMILES string: C[C@]1(O)C[C@@H]1N.Nc1cnn[nH]1
* relative energy (zero: lowest compared OMol25 entry of this formula, charge and spin): 32.1 kcal/mol
* HOMO-LUMO gap: 9.05 eV
* E_HOMO: -8.760 eV
* total energy: -15928.82322 eV

Last column: natural (NBO) charge in e.
Element x y z (Å)
1 C -0.342 -1.700 2.825  0.276
2 C 0.624 -1.151 3.624  -0.187
3 C 1.454 0.046 -1.658  -0.632
4 C 0.201 0.487 -2.359  0.228
5 C 0.145 1.875 -2.952  -0.435
6 C -0.653 1.532 -1.705  -0.092
7 H -0.976 -3.411 3.630  0.388
8 H -2.067 -2.731 2.614  0.380
9 H 1.062 -1.543 4.521  0.217
10 H -1.108 -0.852 1.072  0.406
11 H 2.132 -0.458 -2.354  0.216
12 H 1.227 -0.666 -0.860  0.195
13 H 1.983 0.899 -1.248  0.240
14 H -0.904 -1.133 -2.748  0.465
15 H -0.378 1.976 -3.888  0.223
16 H 0.993 2.523 -2.786  0.221
17 H -1.738 1.383 -1.803  0.178
18 H -0.183 1.524 0.321  0.383
19 H -0.632 3.014 -0.301  0.364
20 N -1.068 -2.883 2.776  -0.803
21 N 0.988 0.046 3.102  -0.210
22 N 0.300 0.303 2.038  -0.091
23 N -0.488 -0.770 1.853  -0.362
24 N -0.158 2.132 -0.504  -0.859
25 O -0.412 -0.443 -3.210  -0.709

***

No. 3
This record from OMol25 describes 2 unconnected molecules or ions with the total composition C6H13NO at a distorted geometry. The level of theory is ωB97M-V/def2-TZVPD.

Summary:
* multiplicity: 2
* relative energy (zero: lowest compared OMol25 entry of this formula, charge and spin): 59.6 kcal/mol
* total charge: -1
* HOMO-LUMO gap (alpha / beta): 5.83 / 5.06 eV
* E_HOMO (alpha / beta): -1.786 / -1.723 eV
* total energy: -9966.94588 eV

Last column: natural (NBO) charge in e.
Element x y z (Å)
1 C -2.739 0.114 -0.171  -0.780
2 C -1.393 0.109 0.099  0.482
3 N -0.475 0.725 -0.627  -0.705
4 C 1.434 -1.623 0.956  -0.386
5 C 1.601 -0.672 -0.140  -0.516
6 C 0.832 0.742 -0.151  -0.033
7 C 1.621 1.678 -1.020  -0.602
8 O -1.046 -0.417 1.350  -0.757
9 H -3.395 -0.360 0.560  0.175
10 H -3.141 0.867 -0.847  0.184
11 H -0.785 -2.617 -0.704  -0.068
12 H -1.158 -2.074 -1.060  0.057
13 H -0.263 -0.951 1.308  0.462
14 H 0.911 -2.549 0.728  0.177
15 H 2.022 -1.587 1.847  0.168
16 H 1.307 -1.101 -1.093  0.213
17 H 2.660 -0.371 -0.215  0.197
18 H 0.822 1.040 0.914  0.150
19 H 2.696 1.713 -0.842  0.171
20 H 1.402 1.426 -2.051  0.207
21 H 1.264 2.681 -0.890  0.204